{"formula": "C25H62Cl3O28P7S", "method": "wB97M-V/def2-TZVPD", "symbols": ["C", "C", "Cl", "C", "C", "P", "O", "Cl", "O", "S", "O", "O", "O", "C", "C", "C", "C", "C", "O", "C", "O", "P", "O", "Cl", "H", "H", "H", "H", "H", "H", "H", "H", "H", "H", "H", "H", "H", "H", "H", "H", "H", "C", "O", "P", "O", "O", "C", "O", "C", "H", "H", "H", "H", "H", "H", "H", "H", "H", "C", "O", "P", "O", "O", "C", "O", "C", "H", "H", "H", "H", "H", "H", "H", "H", "H", "C", "O", "P", "O", "O", "C", "O", "C", "H", "H", "H", "H", "H", "H", "H", "H", "H", "C", "O", "P", "O", "O", "C", "O", "C", "H", "H", "H", "H", "H", "H", "H", "H", "H", "C", "O", "P", "O", "O", "C", "O", "C", "H", "H", "H", "H", "H", "H", "H", "H", "H"], "coordinates": [[2.610337, 2.041505, 0.009352], [1.825865, 0.629627, 0.289639], [0.911721, 0.816679, 1.890536], [0.934172, 0.064701, -0.963190], [-0.291366, 1.037838, -1.447153], [-1.859107, 1.209139, -0.330870], [-2.015187, -0.122933, 0.780069], [-1.505051, 3.067144, 0.722396], [0.017700, 2.444838, -1.853828], [0.651115, 2.237698, -3.424164], [2.173906, 2.058801, -3.636104], [0.319912, 3.395476, -4.403440], [0.065209, 0.674104, -3.892495], [-0.991935, 0.464524, -2.853665], [-2.240224, 1.329943, -3.498868], [-3.640656, 0.489054, -3.655770], [-4.842186, 1.632597, -3.846772], [-5.424511, 1.950789, -2.327631], [-6.375617, 3.084165, -2.285486], [-7.132862, 3.011654, -1.001110], [-6.831032, 3.695947, 0.105238], [-1.312115, -1.411645, -3.018731], [-1.972918, -2.097086, -1.533670], [0.562856, -2.451613, -3.321992], [2.317430, 2.839059, 0.847941], [3.776100, 1.850857, 0.178436], [2.511072, 2.460125, -1.078998], [2.675254, -0.186247, 0.485456], [0.565219, -1.049159, -0.743518], [1.663260, -0.044269, -1.902098], [-2.843784, -0.675375, 0.551527], [-1.930172, 1.669372, -4.600341], [-2.493982, 2.317978, -2.922839], [-3.934566, -0.163824, -2.730166], [-3.623350, -0.167579, -4.627107], [-4.424457, 2.661362, -4.258556], [-5.712950, 1.246338, -4.554351], [-4.521638, 2.227116, -1.635661], [-5.984380, 1.024074, -1.863951], [-8.045220, 2.249491, -0.936527], [-2.888180, -1.647705, -1.466460], [3.758147, -2.201524, -1.818288], [4.606621, -1.261541, -1.188119], [6.243733, -1.316834, -1.744545], [6.667991, -0.385426, -0.605856], [5.839807, -0.431162, -3.072677], [5.317237, 0.874518, -2.894193], [7.880914, -1.372010, -2.300930], [8.206444, -2.584428, -2.948576], [2.745609, -2.079892, -1.425633], [3.740377, -2.036808, -2.898769], [4.105996, -3.215283, -1.603992], [5.509067, 1.277226, -1.898108], [4.237516, 0.850944, -3.069407], [5.777134, 1.538277, -3.632173], [7.552788, -2.737519, -3.809781], [8.098302, -3.417301, -2.248691], [9.243579, -2.536930, -3.288911], [-0.282235, -4.741179, 3.983065], [-0.450447, -3.967753, 2.810842], [0.910271, -4.014019, 1.743552], [0.304245, -2.879635, 0.912871], [0.416876, -5.468839, 1.150621], [-0.844181, -5.556655, 0.508935], [2.270953, -4.060235, 0.676135], [3.459693, -4.484619, 1.310303], [-1.193233, -4.673363, 4.582807], [-0.104344, -5.789066, 3.727778], [0.558640, -4.353736, 4.563965], [-1.238343, -4.583761, 0.210152], [-1.554395, -6.037910, 1.187935], [-0.738282, -6.178393, -0.384890], [3.325896, -5.484295, 1.728780], [3.724713, -3.782584, 2.105363], [4.265437, -4.508961, 0.572796], [5.558147, 3.272752, -6.076426], [6.406621, 4.212735, -5.446257], [8.043733, 4.157442, -6.002682], [8.467991, 5.088850, -4.863994], [7.639807, 5.043114, -7.330815], [7.117237, 6.348794, -7.152330], [9.680914, 4.102266, -6.559068], [10.006444, 2.889848, -7.206714], [4.545609, 3.394384, -5.683771], [5.540377, 3.437468, -7.156906], [5.905996, 2.258993, -5.862130], [7.309067, 6.751502, -6.156246], [6.037516, 6.325220, -7.327545], [7.577134, 7.012553, -7.890311], [9.352788, 2.736757, -8.067919], [9.898302, 2.056975, -6.506829], [11.043579, 2.937346, -7.547049], [-6.307733, 2.782308, 6.947103], [-5.064546, 2.267477, 6.511187], [-4.516312, 2.941836, 5.015365], [-3.407948, 1.888262, 4.940284], [-3.965807, 4.280076, 5.801217], [-2.960100, 4.130926, 6.789167], [-3.967941, 3.616166, 3.519524], [-5.001791, 4.222540, 2.771968], [-6.562907, 2.321462, 7.904555], [-6.247442, 3.865490, 7.081143], [-7.083944, 2.542359, 6.215975], [-2.438555, 3.174384, 6.724548], [-3.418722, 4.222967, 7.778230], [-2.228508, 4.934922, 6.666446], [-5.465195, 5.023010, 3.352383], [-5.753399, 3.474144, 2.507016], [-4.577888, 4.641930, 1.856462], [-7.734179, -4.893563, 5.297105], [-6.673526, -5.738414, 5.699386], [-5.127992, -4.961213, 5.708764], [-4.442419, -6.314829, 5.913317], [-5.462877, -4.275863, 7.168097], [-5.710687, -5.117930, 8.281314], [-3.582366, -4.184090, 5.718214], [-3.547875, -3.007622, 4.937121], [-8.669451, -5.456855, 5.343744], [-7.808456, -4.029482, 5.962485], [-7.569570, -4.557099, 4.270302], [-5.364896, -6.141401, 8.126096], [-6.785751, -5.129742, 8.484166], [-5.194591, -4.704888, 9.152943], [-4.286866, -2.291905, 5.303207], [-3.755200, -3.252339, 3.891970], [-2.552035, -2.563881, 5.008747]], "forces_ev_per_angstrom": [[1.1, 0.2, 0.7], [1.6, -0.3, -0.9], [0.4, -0.5, -1.3], [0.7, 0.1, -0.5], [-0.5, -1.6, 0.1], [-1.5, -0.4, 1.2], [-0.3, 1.0, -1.7], [0.0, -1.8, -0.6], [1.2, -2.4, -2.5], [5.7, 3.2, -6.1], [-4.9, -0.2, 2.5], [-1.0, -4.1, 4.3], [-0.2, 2.7, 2.9], [0.8, 1.0, 0.2], [-1.2, -0.2, -0.4], [-0.8, 1.3, -0.8], [-0.6, 0.2, 0.9], [0.7, -0.8, 0.1], [-1.2, -0.9, 3.1], [2.0, 2.7, 4.5], [-1.7, -4.2, -7.6], [-1.1, -2.0, -0.3], [-0.3, 2.5, -1.5], [-1.3, 1.1, 0.9], [0.4, -1.7, -2.2], [-2.5, 0.3, -0.4], [0.0, -0.8, 2.2], [-2.1, 1.7, -0.4], [0.4, 2.6, -0.1], [-1.4, 0.4, 2.1], [1.9, 1.7, 0.4], [-0.5, -0.9, 2.5], [0.8, -2.0, -0.8], [0.7, 1.2, -1.7], [0.1, 1.1, 2.1], [-0.8, -2.3, 0.7], [1.9, 0.8, 1.6], [-1.6, -0.6, -1.2], [1.2, 1.5, -1.1], [2.0, 1.6, -0.6], [1.9, -1.1, -0.3], [-0.8, -0.3, -0.2], [1.2, -2.9, -0.7], [1.1, 10.4, 2.5], [-0.3, -1.8, -0.2], [0.8, -1.7, -0.4], [-1.0, 0.5, 0.0], [-1.8, -2.8, -0.1], [0.5, -0.5, -0.5], [0.2, -0.1, 0.0], [-0.1, -0.1, -0.1], [-0.3, -0.1, -0.1], [0.1, -0.2, 0.0], [0.1, 0.2, 0.0], [0.0, -0.3, 0.1], [0.1, -0.2, -0.2], [0.2, -0.2, -0.1], [-0.1, 0.0, 0.1], [-0.3, -0.4, 0.8], [3.1, -0.1, 1.2], [-6.7, 2.0, -8.1], [1.0, -0.2, 1.4], [1.6, -0.1, 0.6], [-0.8, -0.3, 0.2], [0.5, -0.4, 3.2], [0.9, -0.2, 0.1], [0.1, 0.0, -0.1], [0.0, -0.1, 0.1], [-0.2, -0.1, 0.2], [0.2, 0.1, 0.1], [0.0, 0.1, -0.1], [0.2, 0.0, 0.2], [0.3, -0.1, 0.0], [0.3, -0.1, 0.0], [-0.1, 0.0, 0.1], [-0.8, -0.3, -0.2], [1.3, -2.9, -0.8], [1.1, 10.3, 2.8], [-0.3, -1.8, -0.3], [0.7, -1.4, -0.5], [-0.8, 0.4, 0.0], [-1.8, -2.8, -0.2], [0.5, -0.5, -0.5], [0.2, 0.0, 0.0], [-0.1, -0.1, -0.1], [-0.3, -0.1, -0.1], [0.1, -0.3, 0.0], [0.1, 0.1, 0.1], [0.0, -0.3, 0.0], [0.1, -0.2, -0.2], [0.2, -0.2, -0.1], [-0.1, 0.0, 0.1], [-0.5, 0.1, 0.6], [-2.3, 0.7, -2.2], [10.2, -1.9, 2.7], [-1.8, 0.1, -0.4], [-1.1, 0.4, -1.1], [0.0, 0.0, 0.9], [-3.3, -0.2, 0.7], [-0.4, 0.5, -0.8], [0.1, 0.0, -0.1], [-0.1, 0.1, 0.0], [-0.2, 0.0, 0.2], [-0.2, 0.0, -0.2], [0.1, 0.0, 0.0], [-0.3, 0.0, -0.1], [-0.1, 0.2, -0.2], [-0.1, 0.2, -0.2], [-0.1, -0.1, 0.1], [-0.8, 0.2, 0.0], [0.5, 2.2, -2.3], [3.4, -6.8, 7.5], [-0.7, 1.0, -1.4], [0.3, 1.2, -1.2], [-0.7, -0.3, 0.4], [-2.4, 1.0, -2.1], [0.4, 0.9, -0.3], [0.2, 0.0, 0.0], [-0.1, 0.1, 0.0], [-0.3, 0.0, 0.0], [0.0, 0.1, -0.2], [0.1, -0.1, 0.1], [0.0, 0.1, -0.3], [0.1, 0.3, -0.1], [0.1, 0.2, -0.1], [-0.2, 0.0, 0.0]], "mulliken_charge": [-0.71, 0.40, -0.16, -0.49, 0.23, 0.64, -0.22, -0.28, -0.37, 1.16, -0.46, -0.66, -0.51, 0.52, -0.77, -0.10, -0.66, -0.18, -0.34, 0.17, -0.45, 0.02, -0.43, -0.20, 0.27, 0.22, 0.11, 0.19, -0.13, 0.33, 0.21, 0.30, 0.35, -0.01, 0.35, 0.29, 0.34, 0.06, 0.29, 0.36, 0.29, -0.29, -0.05, 0.91, -0.67, -0.40, -0.14, -0.25, -0.76, -0.33, 0.37, 0.37, 0.31, 0.14, -0.08, 0.31, 0.32, 0.24, -0.62, -0.10, 0.60, -0.32, -0.35, -0.48, -0.04, -0.93, -0.02, 0.37, 0.32, 0.13, 0.26, 0.24, 0.37, 0.40, 0.20, -0.72, -0.26, 1.05, -0.64, -0.34, -0.65, -0.26, -0.71, 0.27, 0.36, 0.25, 0.34, 0.23, 0.24, 0.30, 0.31, 0.24, -0.78, -0.26, 0.93, -0.64, -0.35, -0.65, -0.13, -0.75, 0.25, 0.33, 0.31, 0.32, 0.24, 0.25, 0.33, 0.36, 0.22, -0.73, -0.28, 1.01, -0.65, -0.30, -0.69, -0.22, -0.86, 0.25, 0.32, 0.30, 0.34, 0.25, 0.24, 0.44, 0.35, 0.25], "largest_force_ha_per_bohr": 0.2088, "lumo_ev": -3.0, "homo_lumo_gap_ev": 6.4, "smiles": "C[C@@H](Cl)C[C@@]1(P(O)Cl)OS(=O)(=O)O[C@@]1(CCCCOC=O)P(O)Cl.COP(=O)(OC)OC.COP(=O)(OC)OC.COP(=O)(OC)OC.COP(=O)(OC)OC.COP(=O)(OC)OC", "homo_ev": -9.4}